1.
{"formula": "C31H45Br2F3N3O8PS", "method": "ωB97M-V/def2-TZVPD", "symbols": ["H", "H", "H", "H", "H", "Br", "C", "C", "C", "H", "H", "H", "C", "O", "C", "H", "H", "C", "O", "H", "C", "H", "C", "H", "C", "C", "C", "H", "N", "C", "H", "H", "H", "O", "H", "S", "C", "H", "H", "C", "H", "H", "H", "H", "H", "H", "C", "C", "C", "H", "H", "O", "C", "H", "C", "C", "H", "H", "C", "O", "O", "H", "H", "F", "H", "H", "H", "O", "H", "H", "C", "N", "H", "C", "C", "N", "H", "C", "H", "C", "H", "C", "H", "P", "F", "Br", "C", "C", "C", "O", "C", "H", "H", "F"], "xyz": [[-1.0557, 5.8696, 2.3755], [-1.2563, -1.6026, 8.5225], [-1.6804, 0.5100, 7.0955], [-2.8410, -0.0992, -4.0398], [-1.5823, 1.1465, -4.0826], [2.6706, -1.0392, 1.7607], [3.2748, 0.1102, -4.5164], [-1.7905, 0.0928, -4.2660], [1.2319, -1.1338, 0.4070], [-1.4885, -1.9939, -7.0080], [-0.6556, -8.6207, 1.0117], [-0.0427, -4.3209, -0.3182], [-0.3692, 5.3035, 0.5389], [1.4983, 1.4628, 3.3648], [0.5718, 0.7382, 3.5812], [-4.1004, 2.6562, 2.5032], [-3.4476, 2.6586, 0.7833], [-1.4016, -0.3986, 2.8835], [-0.2718, -6.8554, -0.9353], [-0.8423, -1.8393, 0.5460], [0.7536, -7.5535, -0.2297], [1.6049, -8.4635, -1.9999], [0.1863, -8.8386, 0.3533], [-2.0527, 0.3449, -6.3830], [-1.1260, 0.4575, 9.1925], [-3.3760, 3.0748, 1.7942], [1.9231, -7.8413, -1.1584], [0.9422, -9.3827, 0.9221], [-1.2768, 6.0764, 1.4110], [2.2725, 3.4172, -5.4822], [1.2832, 3.4966, -5.9500], [2.7295, -8.3543, -0.6319], [-0.0315, 1.0712, 7.4282], [-0.6454, 3.3455, -3.1368], [2.3156, -6.9137, -1.5782], [3.1293, -0.6550, -5.8757], [0.2161, 2.7619, -2.5304], [-0.6923, -1.4081, 10.1920], [-2.2338, 5.7995, 1.2423], [-1.1100, 4.2130, -0.3353], [0.5848, 1.1926, 9.7743], [0.4492, -0.5234, -5.3811], [3.2334, 3.7763, -3.5769], [3.4263, 4.2175, -7.1087], [-0.5730, -7.4229, -1.6529], [0.2783, 5.9450, -0.0687], [2.2026, 3.6597, -3.9420], [2.0990, 1.3018, -3.0387], [-1.7356, -1.7424, -5.9756], [0.3943, -1.0470, 8.8599], [2.6664, 2.4057, -5.6422], [1.3005, -0.8886, -2.5303], [-0.5650, 2.7957, -0.1043], [-3.6245, 4.1433, 1.7013], [0.6463, 0.8698, -1.0002], [-0.1152, 0.8816, 1.2649], [1.0807, -6.8956, 0.5776], [1.4832, -3.4363, -0.7011], [0.0702, 2.1558, -1.1421], [-1.7836, 2.1512, 3.8781], [-0.0866, 0.0149, -5.9760], [-2.1998, 4.2645, -0.2170], [-2.5642, 1.5823, 3.7841], [2.6749, 5.7355, -5.9473], [1.6444, 4.5747, -3.7112], [-1.1154, -2.3756, -5.3344], [-1.3960, 2.1036, 7.8192], [-1.6475, -1.0900, 3.8166], [-2.7840, -1.9886, -5.7979], [1.7805, -1.3931, -0.4980], [-0.6970, 2.1300, 1.1543], [3.3610, 0.9653, -3.6498], [-2.1509, 0.5027, 9.5643], [1.5700, 2.5067, -3.1805], [1.3532, 0.2732, -2.2103], [-0.1739, 0.1716, 2.5292], [-0.9236, 4.5277, -1.3669], [-1.4607, -0.2712, -5.7044], [4.1824, 4.4654, -5.4982], [3.2357, 4.4698, -6.0574], [-1.1731, -0.4848, -3.5706], [0.4022, -3.3445, -0.5224], [0.2733, 4.7202, 1.2221], [-1.6248, 3.0280, 2.4697], [0.2406, 0.4786, 4.8414], [0.4518, -3.2137, 2.3387], [0.5741, 0.2390, 0.2176], [-1.0592, 1.0659, 7.8003], [0.1494, -2.2967, 0.6074], [-0.3242, 1.2240, 10.0909], [-0.6477, -0.9865, 9.1867], [-0.1888, -9.4907, -0.4408], [0.0026, -2.8775, -1.4380], [-2.4301, -0.0634, 2.0354]], "forces_ev_per_a": [[-0.1985, 0.0519, -0.0409], [0.0438, -0.0045, -0.0139], [0.0543, -0.0031, -0.0314], [0.0224, -0.0098, 0.0251], [-0.0798, 0.0602, -0.0594], [-0.0775, 0.1717, -0.6952], [0.1558, 0.4863, -1.2796], [-0.0242, 0.2078, 0.0768], [-0.6140, 0.0128, 0.1816], [-0.0503, 0.0461, -0.0033], [0.0555, 0.0310, 0.0300], [-0.0282, 0.2506, -0.1444], [-0.4840, -1.2826, 1.1428], [-0.8872, -0.4327, -0.0050], [1.9974, 1.3482, 0.0625], [0.2225, -0.2029, -0.2693], [-0.1636, -0.2690, 0.4095], [-0.6882, -0.9616, 1.0614], [0.0237, 0.3094, 0.1382], [0.0536, -0.4377, 0.3628], [-0.0401, -0.5252, -0.3280], [-0.0301, -0.0879, 0.0845], [-0.1058, 0.0455, 0.2215], [0.1661, 0.0658, -0.0599], [0.5845, -0.1262, -0.3706], [0.4700, 0.4356, -0.1699], [0.1171, 0.2138, -0.0426], [-0.0182, -0.0229, -0.0250], [0.3651, 0.2286, -0.6003], [0.4224, 0.7525, 0.9005], [0.2400, -0.0435, 0.1227], [-0.0124, -0.0141, -0.0278], [-0.0064, -0.1301, 0.0079], [0.0373, 0.1437, 0.1511], [0.0147, 0.0035, 0.0653], [0.3315, -0.2312, 0.6614], [0.7403, -0.6860, -0.0170], [-0.0611, 0.0194, -0.0146], [0.0031, 0.1656, 0.1001], [0.8104, 0.8294, -0.1376], [-0.0128, -0.0090, -0.0242], [-0.0360, -0.0357, 0.0004], [-0.2271, -0.0601, -0.0012], [0.0191, 0.4877, 0.1051], [-0.0023, 0.0012, 0.0042], [-0.3414, -0.0684, -0.0230], [-0.4693, -0.6333, -0.2911], [0.4678, -0.1100, 0.6112], [-0.0506, -0.0444, -0.2236], [-0.0408, 0.0539, -0.1157], [-0.0342, 0.3351, -0.2544], [0.2325, -0.0151, 0.0183], [-0.8307, 0.7856, 0.2136], [0.0083, -0.3171, 0.1160], [-0.0189, 0.4970, -0.6318], [0.5921, -0.1214, -0.0739], [-0.1234, 0.1066, -0.0551], [-0.2869, -0.2184, 0.3068], [0.3682, -0.4141, -0.7788], [-0.4672, -0.3144, -1.2298], [-0.1310, 0.2716, -0.1398], [0.2777, -0.0307, 0.1492], [0.1423, -0.1255, 0.4429], [0.0728, -0.0904, -0.1166], [0.1880, -0.1673, -0.1670], [-0.0517, 0.0622, 0.1017], [-0.0512, -0.0336, 0.0228], [0.3692, 0.6781, -0.7415], [0.0224, -0.0241, 0.0150], [-0.1749, 0.1658, 0.3655], [-0.3660, -0.5950, -0.6828], [-1.1960, -0.9014, 0.5216], [0.0741, 0.1077, 0.1479], [-0.4195, 1.2348, 0.2201], [-0.0563, 0.7759, -0.0503], [-1.6841, 0.0694, 0.8335], [-0.3020, -0.4707, 0.2602], [0.2295, -0.4686, 0.4096], [-0.1975, 0.0677, -0.1912], [-0.3097, -1.1558, -0.1575], [-0.0648, -0.1396, -0.0667], [-0.2940, 1.1103, 0.1197], [0.2048, 0.3956, -0.3634], [0.1103, 1.4081, 0.5653], [-0.4762, -0.7351, -0.9229], [-0.8315, -0.0095, -0.4783], [0.4035, -0.9493, 0.6026], [-0.1833, 0.1713, -0.0161], [1.9898, -0.3855, -0.2539], [-0.2886, 0.0915, 0.2310], [-0.1193, -0.1333, 0.1675], [0.1215, -0.0009, -0.0474], [-0.0141, -0.4848, 0.1505], [0.8977, -0.0234, -0.0739]], "e_above_lowest_ev": 0.209, "total_energy_ha": -8161.572250, "orbital_gap_ev": 7.48}

2.
{"formula": "C31H45Cl6PPt", "method": "ωB97M-V/def2-TZVPD", "symbols": ["H", "C", "H", "H", "H", "Cl", "H", "C", "H", "C", "H", "C", "H", "C", "Cl", "C", "H", "Cl", "H", "H", "H", "C", "H", "Cl", "C", "H", "C", "H", "H", "H", "C", "H", "H", "H", "C", "H", "H", "Cl", "H", "H", "H", "C", "H", "C", "H", "P", "C", "C", "H", "H", "H", "C", "H", "C", "H", "H", "H", "C", "C", "H", "C", "H", "C", "C", "C", "H", "C", "H", "C", "H", "C", "C", "Cl", "C", "H", "Pt", "H", "H", "C", "H", "C", "C", "H", "H"], "xyz": [[-2.5099, 4.1289, -3.2679], [-2.8336, -3.3186, 3.8203], [0.2811, 3.2896, -0.4693], [0.0313, -2.9245, -3.9843], [0.5634, -1.8670, -0.3255], [-2.1273, 0.2683, 3.3891], [-2.4662, -5.4081, 0.8697], [-0.7164, -4.9101, 2.1781], [-3.4350, 3.7651, -1.0740], [-0.6309, -4.5582, 3.6897], [0.0378, 5.2673, -2.0290], [2.6912, 0.7117, -2.7410], [-0.8886, -2.4502, 3.3726], [3.2297, 0.1456, -0.3514], [-2.5849, 1.6548, 6.1867], [-0.8684, -2.7292, -3.3880], [-1.0285, 0.7649, -3.3657], [-0.7237, 4.0372, 7.0407], [-4.2372, -4.0510, 2.2607], [2.9968, -0.9127, -0.5493], [1.2510, 3.2771, -2.7473], [-1.0808, 1.5092, 3.9471], [2.9716, 0.3258, 0.7026], [0.8623, -1.2641, 2.0509], [4.1700, 1.0008, -3.0241], [0.4204, -4.5338, 3.9945], [-2.4943, -3.2443, 1.3393], [-1.2789, -0.3969, -1.1671], [6.1369, 0.6063, -2.2218], [0.0595, -4.3243, 1.6587], [-1.3067, 2.1628, 5.1783], [-2.0643, 4.5337, -0.2784], [5.3103, -0.3099, 0.0106], [-2.4172, -1.2270, -3.3150], [-1.6677, 2.5296, -0.9668], [2.0609, 1.3059, -3.4184], [-1.6103, -3.4843, -3.6765], [1.6052, 4.9451, 5.1337], [-1.8575, 2.1404, 0.0467], [2.4782, -0.3487, -2.9461], [1.3476, -1.7900, -1.9079], [-0.1610, 2.6142, -1.2283], [-1.4888, -1.2191, -4.8158], [-1.9749, 4.6077, -2.4366], [-1.1131, -5.3635, 4.2620], [0.6021, 0.9746, -0.7844], [-0.4694, 4.5948, -2.7348], [-1.9894, -4.6551, 1.5221], [4.9724, 1.4026, -0.2530], [-0.2855, 4.9869, -3.7411], [-1.0773, -2.9318, 5.0485], [0.3690, -1.7494, -1.4031], [-0.2158, 2.5458, -3.4024], [-1.3071, -3.2322, 4.0173], [-3.2955, -2.3575, 4.0830], [-1.7343, -2.4716, 1.5084], [4.3400, 2.0803, -2.9181], [5.1113, 0.2467, -2.0753], [4.7276, 0.3906, -0.5991], [-3.2308, -4.0608, 4.5312], [0.1639, 3.2029, -2.6063], [0.4263, -0.1740, -3.7028], [2.3847, 1.0268, -1.2719], [-3.2350, -3.6631, 2.4525], [-0.5361, -0.1975, -3.1726], [-1.4453, -2.9033, -1.3043], [0.7892, 2.9699, 3.4827], [-2.1239, 1.8135, -1.6703], [-0.2940, -0.3960, -1.6712], [-0.0181, -3.8502, -1.7307], [-0.0273, 1.8985, 3.1372], [-0.4652, 3.2349, 5.5592], [2.0080, 3.4726, 2.3786], [-0.5240, -2.8903, -1.9034], [2.6579, 2.0818, -1.0804], [0.2856, 0.9117, 1.3558], [-3.0516, -3.0690, 0.4172], [-2.3263, 5.6449, -2.3961], [-1.4054, -1.3331, -3.7271], [-0.4634, -5.9676, 2.0505], [0.5864, 3.6464, 4.7052], [-2.3486, 3.8994, -1.1289], [4.3967, 0.7381, -4.0652], [5.1096, -0.8173, -2.3432]], "forces_ev_per_a": [[0.0784, 0.0099, 0.0650], [0.2832, 0.1184, 1.2977], [-0.1139, -0.1801, -0.1714], [-0.0287, 0.0324, 0.0208], [-0.0745, -0.0210, -0.4054], [0.2221, 0.4604, 0.3839], [0.3537, 0.4733, 0.5929], [1.5529, -0.1297, 0.7930], [0.1430, 0.0856, 0.0190], [-0.1884, -0.2731, -0.3265], [-0.0354, -0.0512, -0.0896], [0.1125, 0.0901, -0.1051], [-0.0834, -0.1539, 0.2568], [0.3228, -0.2208, 0.1083], [0.1867, 0.1379, -0.1172], [0.0144, -0.0379, 0.0153], [0.0707, -0.3020, 0.0314], [-0.0506, 0.2439, 0.5248], [0.2327, 0.1808, 0.2590], [0.0140, 0.2116, 0.0759], [-0.2177, 0.0093, 0.0468], [-0.6950, 0.0290, 0.5602], [0.1444, -0.0383, -0.3171], [0.1789, 0.0737, 0.0340], [0.0134, -0.0181, 0.0165], [-0.1016, -0.0024, -0.0883], [1.7900, 1.3842, -2.9250], [0.2523, -0.0226, -0.0793], [-0.1201, -0.1155, -0.0116], [0.0605, -0.1337, 0.1049], [-0.6691, -0.7874, -0.0910], [0.0036, -0.0760, -0.0834], [-0.0331, 0.1603, -0.0867], [0.0562, -0.0142, -0.0268], [-0.3672, 0.1461, -0.1813], [0.1768, -0.1695, 0.1633], [0.1516, 0.1051, -0.0215], [-0.3181, -0.3171, -0.0308], [0.0620, 0.0784, -0.2582], [0.0707, 0.2516, 0.0723], [-0.2534, -0.0211, 0.0380], [0.3638, -0.2331, -0.0894], [-0.0560, -0.0406, 0.1873], [-0.0446, -0.1643, -0.1378], [0.0358, 0.1237, -0.0245], [0.0933, 0.6484, -2.2164], [0.0534, 0.0438, 0.1491], [-4.0242, 1.5186, 0.6142], [0.0104, -0.0522, -0.0196], [-0.0259, 0.0182, 0.1437], [-0.1563, -0.1029, -0.1597], [0.1161, -0.2035, 0.2854], [0.0817, 0.2035, 0.1712], [-0.1232, 0.1287, -0.0517], [0.0563, 0.0316, 0.1335], [-0.1773, -0.0736, -0.2133], [-0.0199, -0.0665, -0.0348], [-0.0081, -0.0747, -0.0585], [-0.2527, 0.0401, 0.0358], [0.0198, 0.2099, -0.1393], [-0.1861, 0.0280, -0.0920], [-0.2431, -0.0442, 0.0875], [-0.3569, 0.1393, -0.0634], [0.0896, -3.5642, -0.1383], [0.0803, 0.0450, -0.1530], [0.1401, -0.0022, -0.0795], [0.1333, 0.5622, 0.4231], [0.1056, 0.1547, 0.1147], [-0.0849, 0.3137, 0.0882], [-0.1572, 0.1757, -0.0398], [0.6049, -0.4315, -2.1760], [0.0092, 0.5172, 0.7310], [-0.1535, 0.0874, 0.3130], [0.0385, 0.0945, -0.0116], [-0.0547, -0.1752, -0.0116], [-0.1176, -1.4286, 2.5246], [0.1198, 0.1103, 0.0629], [0.0131, -0.1386, -0.0689], [-0.0374, -0.0137, 0.0301], [0.1091, 0.1026, 0.0472], [0.6012, 0.2176, -0.5305], [0.2094, -0.0567, 0.1175], [0.0315, 0.0917, 0.1686], [-0.0338, 0.0632, 0.0170]], "multiplicity": 5, "e_above_lowest_ev": 0.000, "total_energy_ha": -4429.849291, "orbital_gap_ev": [4.77, 3.92]}